Entry 1:
32
Properties=species:S:1:pos:R:3:forces:R:3:lowdin_charge:R:1 method="wB97M-V/def2-TZVPD" e_tot_ev=-155851.7432 smiles="CCOC(C)=O.CC(C)=O.BrCCBr" homo_lumo_gap_ev=10.2 lumo_energy_ev=0.54
C 2.599421 -1.462130 0.918612 1.60 -0.16 -0.77 -0.07
C 2.491381 -2.090670 2.297372 -2.48 -0.04 -0.83 -0.22
O 3.710941 -2.662170 2.730402 0.98 1.11 -1.15 0.02
C 3.735041 -3.309340 3.861382 -3.54 -1.90 3.19 -0.53
C 5.086801 -3.698590 4.349182 1.03 0.36 -0.13 0.01
O 2.702931 -3.540020 4.547672 2.72 0.78 -2.03 0.05
H 1.731881 -1.221730 0.304052 -0.69 -0.07 1.02 0.06
H 3.115951 -2.135350 0.234452 0.41 -0.16 0.13 0.08
H 3.197341 -0.552350 0.972622 0.09 0.06 -0.05 0.08
H 2.063661 -1.330950 2.951572 0.54 -0.17 0.62 0.13
H 1.744141 -2.883560 2.264722 0.00 -0.11 0.11 0.13
H 5.855091 -3.761640 3.578562 -0.22 0.20 -0.20 0.08
H 5.192181 -4.595840 4.959042 -0.79 0.08 -0.09 0.09
H 5.341811 -2.851520 4.986002 0.34 0.02 0.17 0.10
C -4.473439 0.989970 -2.596478 0.99 0.02 0.52 -0.01
C -4.736079 2.433510 -2.951848 1.02 1.38 -0.13 -0.52
C -5.326359 2.791510 -4.264418 -0.80 -1.13 0.66 -0.03
O -4.301019 3.372660 -2.323978 0.29 -0.44 1.35 0.06
H -5.325239 0.429810 -2.210768 -0.05 0.05 -0.35 0.09
H -3.680519 0.963620 -1.849028 -0.32 0.26 0.50 0.07
H -3.951359 0.486670 -3.410248 -0.70 -0.17 -0.48 0.08
H -5.464029 3.871700 -4.312788 0.31 -0.29 -0.35 0.09
H -6.289979 2.283150 -4.230828 -0.22 -0.07 -0.92 0.09
H -4.621839 2.309230 -4.942028 -0.46 0.37 -0.77 0.09
Br 0.458171 2.729230 -2.916188 -0.27 -0.05 0.84 0.58
C -0.445209 2.482290 -1.153088 -0.56 1.02 -0.42 -0.67
C 0.367141 1.624580 -0.252228 0.88 -0.93 -0.70 -0.76
Br -0.620709 1.052470 1.279812 -0.44 -0.09 0.46 0.66
H -1.411969 2.041760 -1.396818 0.22 -0.10 0.03 0.03
H -0.644849 3.464890 -0.725618 0.17 0.03 -0.26 0.07
H 1.299081 2.035370 0.136132 -0.22 0.28 -0.32 0.06
H 0.599621 0.733430 -0.835248 0.19 -0.15 0.35 0.04

***

Entry 2:
14
Properties=species:S:1:pos:R:3:forces:R:3:lowdin_charge:R:1 method="wB97M-V/def2-TZVPD" e_tot_ev=-7005.6839 homo_lumo_gap_ev=7.6 lumo_energy_ev=0.15
B -1.609562 -0.697931 0.544577 3.11 -1.62 1.06 -0.07
C -0.507604 -1.404746 1.167055 -2.87 0.52 0.36 0.05
C 0.625850 -1.716796 0.792233 0.07 -0.58 -0.10 -0.04
C -1.805880 0.331127 -0.467053 -0.29 1.02 -4.05 -0.18
C 1.563665 -0.729635 0.372268 0.04 1.37 -0.88 -0.18
C 0.801421 0.490232 -0.399105 -1.35 -2.90 -1.61 -0.16
C -0.544738 0.930895 -0.018018 0.31 -1.06 2.10 -0.14
H -1.880730 0.144522 -1.594231 -0.13 -0.32 1.61 0.15
H -2.573532 0.960717 -0.191041 -2.03 1.50 0.24 0.08
H 2.006941 -0.349274 1.240101 0.82 0.70 1.64 0.09
H 2.377926 -1.028789 -0.234091 0.66 -0.48 -0.88 0.09
H 1.445258 1.280759 -0.521096 1.71 2.00 0.28 0.08
H 0.742813 0.076875 -1.433559 -0.14 0.11 0.40 0.12
H -0.641828 1.712043 0.741960 0.10 -0.25 -0.18 0.12

***

Entry 3:
114
Properties=species:S:1:pos:R:3:forces:R:3:lowdin_charge:R:1 method="wB97M-V/def2-TZVPD" e_tot_ev=-172747.1565 charge=-1 homo_lumo_gap_ev=5.2 lumo_energy_ev=0.59
Tl -0.796543 2.629011 -0.451287 -0.12 0.54 -0.60 0.81
C 1.021319 -0.295273 -4.437498 -0.08 0.08 0.06 -0.05
C 0.781512 -0.977637 -3.131405 0.03 0.09 -0.13 -0.29
C 0.111215 -2.140375 -3.048357 0.03 -0.21 0.04 0.02
C -0.202088 -2.714819 -1.766899 0.02 -0.16 -0.18 -0.26
N 0.175644 -2.163261 -0.673739 0.05 -0.04 0.19 0.15
N 0.896824 -0.999742 -0.722131 -0.03 0.18 -0.09 0.05
B 1.312456 -0.600997 0.614545 0.05 -0.17 0.09 -0.53
N 2.634262 0.044199 0.803477 0.07 0.24 0.01 -0.01
N 3.601618 -0.557025 0.085959 -0.15 -0.10 -0.02 0.17
C 4.776650 -0.027631 0.055070 0.22 0.03 0.02 -0.22
C 5.045505 1.190339 0.754084 -0.02 -0.02 -0.08 0.07
C 4.086427 1.785824 1.498705 0.04 0.03 0.06 -0.25
C 4.314261 3.072685 2.219672 -0.04 -0.02 0.02 -0.07
C 2.781348 1.169320 1.560796 -0.14 -0.07 0.01 -0.67
S 1.493510 1.786708 2.421596 0.08 -0.02 -0.10 0.69
C 5.814799 -0.784157 -0.775529 -0.10 -0.03 -0.06 -0.54
C 6.035414 -2.164634 -0.141658 0.02 0.05 0.01 -0.05
C 7.143917 -0.033440 -0.841991 -0.03 0.02 0.01 -0.07
C 5.260500 -0.963984 -2.197518 -0.02 0.05 0.06 -0.05
N 0.694940 -1.206211 1.821601 -0.26 0.02 -0.10 0.01
N 1.642730 -1.796158 2.582918 0.15 0.00 -0.11 0.19
C 1.292036 -2.413772 3.655251 -0.01 -0.18 0.08 -0.22
C -0.080363 -2.464162 4.062179 0.04 0.10 0.03 0.05
C -1.034115 -1.848938 3.332600 -0.05 -0.03 0.02 -0.25
C -2.471160 -1.842716 3.745568 0.07 -0.01 -0.13 -0.07
C -0.642197 -1.155859 2.119699 -0.04 0.13 -0.09 -0.64
S -1.714175 -0.317715 1.168194 0.16 -0.17 0.48 0.70
C 2.392931 -3.074166 4.470152 0.07 -0.04 0.06 -0.55
C 3.698552 -3.132758 3.674856 -0.04 0.08 0.01 -0.06
C 1.979246 -4.503512 4.844673 -0.06 0.02 -0.05 -0.05
C 2.617769 -2.250540 5.745847 -0.03 0.01 0.00 -0.04
C 1.190398 -0.314222 -1.900892 0.09 0.12 0.13 -0.66
S 1.889631 1.177252 -1.927132 0.01 -0.06 0.00 0.77
C -0.936377 -4.045720 -1.646366 -0.01 0.01 0.07 -0.54
C -1.984485 -4.183023 -2.757456 0.03 0.05 0.02 -0.05
C 0.115818 -5.157715 -1.771527 -0.02 0.00 -0.06 -0.04
C -1.625757 -4.150751 -0.282157 0.00 0.10 -0.05 -0.05
H 0.784619 -0.963748 -5.264791 0.00 0.01 0.02 0.08
H 2.050554 0.053497 -4.513623 0.01 -0.02 -0.01 0.07
H 0.377696 0.591233 -4.492028 0.04 -0.02 0.02 0.09
H -0.235868 -2.620122 -3.954377 0.01 -0.01 0.05 0.12
H 6.016905 1.659028 0.669610 -0.01 -0.04 0.01 0.11
H 5.330506 3.432646 2.061242 -0.01 -0.02 0.01 0.08
H 4.128724 2.945082 3.287761 0.00 0.01 -0.01 0.08
H 3.601272 3.822763 1.872669 0.02 -0.01 0.01 0.08
H 6.509512 -2.075080 0.839943 -0.03 -0.01 -0.02 0.08
H 6.682050 -2.768822 -0.783089 0.00 0.02 0.04 0.08
H 5.082098 -2.679510 -0.019120 0.03 -0.01 -0.02 0.08
H 7.585197 0.095849 0.150287 0.00 0.00 -0.06 0.08
H 7.024233 0.949900 -1.304920 0.03 -0.04 0.02 0.09
H 7.849373 -0.603798 -1.449436 -0.01 0.02 0.02 0.09
H 4.318737 -1.512961 -2.168967 0.03 0.00 -0.03 0.08
H 5.976397 -1.516796 -2.811160 -0.01 0.02 0.02 0.08
H 5.066745 0.003905 -2.666298 0.01 -0.04 0.00 0.08
H -0.359598 -2.976045 4.974739 0.06 0.00 0.00 0.12
H -2.604073 -2.375531 4.687053 0.00 0.02 -0.02 0.08
H -3.086421 -2.303597 2.970001 0.00 0.03 0.02 0.08
H -2.824122 -0.815220 3.843409 -0.02 -0.02 0.01 0.07
H 3.558861 -3.654746 2.726863 0.02 0.00 0.02 0.08
H 4.452969 -3.661094 4.262288 -0.01 0.02 -0.01 0.08
H 4.065515 -2.130366 3.450545 0.00 -0.04 -0.02 0.08
H 1.773624 -5.094712 3.948656 0.02 0.00 0.04 0.09
H 1.089222 -4.523346 5.476304 0.03 -0.01 -0.01 0.07
H 2.787057 -4.986240 5.397681 -0.01 0.00 -0.01 0.08
H 2.941293 -1.238088 5.493777 -0.04 -0.03 0.02 0.09
H 3.392309 -2.717661 6.358938 -0.02 0.01 0.00 0.09
H 1.705266 -2.181295 6.344164 0.04 0.01 -0.02 0.08
H -1.521437 -4.322129 -3.737003 -0.04 0.00 0.02 0.08
H -2.630473 -3.301633 -2.802820 -0.01 -0.06 -0.02 0.07
H -2.606461 -5.059136 -2.561639 0.01 0.02 -0.01 0.09
H 0.672671 -5.072564 -2.709334 -0.03 -0.02 0.03 0.08
H -0.371487 -6.136327 -1.751876 0.03 0.03 0.00 0.08
H 0.826924 -5.103320 -0.944164 -0.01 -0.01 -0.02 0.09
H -2.406886 -3.391105 -0.187218 0.04 -0.04 0.01 0.08
H -0.911570 -3.995997 0.526452 -0.03 -0.04 0.02 0.07
H -2.076651 -5.140356 -0.174693 0.00 0.03 -0.03 0.09
O -6.317896 6.348063 -2.377775 0.16 0.16 -0.15 -0.06
C -5.281703 7.002701 -2.636278 0.05 0.06 0.10 -0.72
O -5.124671 8.187878 -2.994079 -0.17 -0.29 0.07 -0.05
C -3.985565 6.216675 -2.396676 -0.14 0.05 0.05 -0.10
C -3.157716 6.588137 -1.335957 0.07 -0.03 -0.08 -0.01
C -2.078465 5.790990 -1.019114 -0.11 -0.08 -0.16 -0.17
N -1.762681 4.692172 -1.711013 0.20 0.11 0.30 0.00
C -2.498964 4.374137 -2.777877 0.00 0.03 -0.08 -0.20
C -3.620732 5.102344 -3.146124 0.03 0.04 0.12 0.05
C -2.057394 3.144973 -3.576136 0.01 -0.15 0.05 -0.64
O -2.504599 3.005425 -4.715358 0.06 -0.04 0.16 0.01
O -1.257970 2.355032 -2.963238 0.22 0.11 0.00 -0.28
H -3.375618 7.481868 -0.763451 -0.02 -0.04 -0.02 0.11
H -1.451103 6.014004 -0.158883 -0.01 -0.01 -0.04 0.10
H -4.204308 4.771618 -3.994181 0.00 0.01 0.01 0.13
C -2.569571 3.039798 3.008669 0.00 -0.01 -0.07 0.00
C -3.453758 3.572069 1.902349 -0.15 0.09 0.00 -0.57
N -4.714693 3.922959 2.270809 0.01 -0.03 0.00 0.17
O -3.082557 3.707128 0.750766 0.05 -0.16 0.18 -0.06
H -3.131488 2.392078 3.683743 0.04 0.03 0.01 0.08
H -2.158815 3.876523 3.578531 -0.04 -0.01 -0.01 0.09
H -1.743723 2.479585 2.574283 -0.03 -0.01 -0.01 0.03
H -5.019906 3.887695 3.224508 0.01 -0.04 0.02 0.09
H -5.322343 4.328714 1.577551 0.05 0.05 -0.03 0.11
Se -2.232134 -0.099026 -1.946091 -0.13 -0.62 0.02 1.10
N -3.173097 1.163197 -1.196415 -0.19 0.22 0.08 -0.25
C -4.318144 1.239913 -1.867634 0.07 -0.11 0.00 -0.35
C -5.321200 2.226524 -1.647689 -0.08 0.06 0.01 -0.01
C -6.435692 2.201362 -2.420787 -0.02 0.04 0.07 -0.06
C -6.625342 1.201195 -3.427137 0.07 -0.10 -0.08 -0.08
C -5.696543 0.238238 -3.664374 -0.08 0.05 0.01 -0.03
C -4.498064 0.240448 -2.894292 0.18 -0.03 -0.01 -0.37
N -3.480616 -0.608315 -3.062597 -0.29 0.23 -0.26 -0.19
H -5.147088 3.000369 -0.911438 0.03 0.00 -0.04 0.11
H -7.186780 2.970956 -2.293666 0.04 0.03 -0.04 0.11
H -7.519746 1.236712 -4.038011 0.00 0.02 0.05 0.10
H -5.818567 -0.501121 -4.444660 -0.01 0.01 0.00 0.11

***

Entry 4:
46
Properties=species:S:1:pos:R:3:forces:R:3:lowdin_charge:R:1 method="wB97M-V/def2-TZVPD" e_tot_ev=-30679.0718 smiles="CN[C@H](C)C(=O)O.O.O.O.O.O.O.O.O.O.O" homo_lumo_gap_ev=9.4 lumo_energy_ev=0.17
C 1.127178 1.126397 2.144149 -0.27 0.51 0.02 -0.11
N -0.008790 0.240528 2.371393 -0.07 0.21 -0.69 -0.07
C -1.165315 0.386050 1.469357 0.04 0.10 0.93 -0.28
C -1.129555 -0.076744 0.014238 -0.64 -0.76 -0.10 -0.03
C -1.721864 1.796529 1.515718 -1.30 0.44 -1.09 -0.46
O -1.778310 2.518205 0.541066 0.23 0.17 0.24 0.08
O -2.384385 2.101336 2.632907 0.51 -1.06 1.11 0.14
H 2.034243 0.525755 2.102178 0.21 0.36 0.17 0.08
H 1.155806 1.910006 2.910737 0.37 -0.40 0.30 0.08
H 1.055364 1.755573 1.246582 -0.07 -0.48 -0.44 0.08
H 0.277091 -0.737621 2.339702 0.05 0.32 0.06 0.06
H -1.896676 -0.201449 2.013680 -0.40 -0.18 -0.36 0.11
H -0.530632 -0.971096 -0.127094 0.37 0.30 -0.02 0.07
H -2.109293 -0.438151 -0.298707 -0.25 0.07 0.49 0.08
H -0.992935 0.692993 -0.738154 0.86 0.08 0.14 0.06
H -2.998296 2.836372 2.581377 0.20 0.51 -0.59 0.13
O -3.320589 0.601009 -1.956098 -0.05 -0.59 -0.35 -0.05
H -3.614145 1.109776 -1.199391 0.05 0.46 -0.14 0.03
H -3.019751 1.181943 -2.660149 -0.18 0.31 0.25 0.05
O 2.902064 -2.845056 -3.168780 -0.87 -0.31 0.16 -0.06
H 2.077563 -2.636274 -3.655450 0.38 0.31 -0.14 0.04
H 2.493674 -3.216129 -2.371950 0.47 -0.14 0.08 0.07
O -1.572378 -1.312592 4.285196 -0.35 -0.19 0.53 -0.06
H -1.097841 -0.471171 4.271403 0.43 -0.29 -0.32 0.04
H -0.995541 -2.025732 3.980074 0.17 0.54 -0.03 0.05
O 0.906231 -2.498819 1.813010 -0.22 -0.06 -0.12 -0.07
H 1.033251 -2.041026 0.954446 0.35 -0.29 0.37 0.00
H 1.737729 -2.945453 1.999251 -0.02 0.07 -0.08 0.05
O -3.706663 -1.806234 2.672088 0.12 0.24 0.37 -0.08
H -3.245459 -1.121723 3.186062 -0.22 -0.02 -0.27 0.00
H -3.416142 -2.550152 3.209804 -0.24 -0.37 -0.25 0.03
O -0.436067 3.372969 -1.980944 0.03 -1.44 -1.98 -0.05
H -0.999388 2.876410 -1.373266 0.46 1.16 0.91 0.00
H 0.036198 4.167874 -1.764720 -0.38 0.14 1.16 0.04
O 3.658912 -0.530238 -2.073191 -0.83 0.19 0.09 -0.08
H 4.519563 -0.238160 -2.366535 0.19 -0.23 -0.24 0.07
H 3.313136 -1.303492 -2.597834 0.80 0.17 0.02 0.01
O 1.845066 1.671608 -3.486084 0.03 -0.37 0.05 -0.05
H 2.274270 1.043804 -2.891160 0.33 0.01 0.04 0.00
H 1.106945 2.015090 -2.972657 -0.32 0.42 0.05 0.00
O 1.715464 -0.916012 -0.268897 0.99 1.09 -0.66 -0.08
H 2.550058 -0.715759 -0.763290 -0.11 -0.82 0.17 0.03
H 1.480921 0.007450 -0.098815 -0.61 -0.24 0.33 0.03
O 0.870238 -1.175023 -3.886869 0.05 0.17 -0.24 -0.05
H 1.395224 -0.542881 -4.395569 -0.11 0.05 -0.15 0.05
H 0.573844 -0.620693 -3.158833 -0.20 -0.14 0.21 0.04